[1]
Molecular formula: C19H15N2O3S5V
Method: DFT, ωB97M-V/def2-TZVPD

Properties
**HOMO energy (alpha / beta)**: -7.386 / -7.416 eV
**<S²>**: 2.0310
**HOMO-LUMO gap (alpha / beta)**: 5.386 / 5.900 eV
**Spin multiplicity**: 3
**Total charge**: 0

XYZ file:
```
45
Properties=species:S:1:pos:R:3:forces:R:3
C 10.900 4.961 3.866 -0.865 -1.332 -0.234
H 10.095 16.074 3.730 -0.582 0.141 0.202
H 19.985 12.756 3.059 0.518 0.315 -0.031
H 8.812 10.349 2.961 -0.024 -0.284 -0.231
V 12.179 11.132 3.778 -0.130 0.070 1.172
C 16.706 13.671 3.173 -0.105 -0.134 0.365
O 10.313 11.629 4.258 2.540 -0.578 0.050
H 10.925 3.904 4.134 -0.250 -0.228 -0.661
H 7.476 16.046 3.630 -0.186 0.333 -0.140
C 18.078 13.764 3.014 0.278 1.095 -0.441
H 16.591 10.354 3.828 -0.275 -0.256 0.141
C 11.626 14.143 4.039 4.074 -1.785 0.300
C 10.266 13.992 3.931 -3.021 0.894 0.851
C 18.356 11.456 3.509 0.258 0.742 -0.404
N 12.509 13.118 4.004 -3.083 -0.083 -0.625
H 11.140 5.117 2.798 -0.106 -0.081 0.719
C 13.144 6.437 3.873 -0.138 2.463 -1.003
H 8.422 10.192 4.654 -0.154 -0.158 -0.109
S 17.196 6.988 2.775 -1.444 0.456 0.166
C 8.105 15.186 3.685 1.624 -1.183 -0.101
C 7.982 10.336 3.662 1.520 -0.397 0.600
S 14.652 8.489 3.545 0.459 0.569 -1.126
S 14.547 5.642 3.090 -0.275 1.021 1.137
S 12.111 5.643 4.966 -0.236 0.071 0.303
C 14.654 12.426 3.793 -1.890 -0.474 -0.527
C 15.545 7.068 3.090 0.738 -0.716 -0.007
H 18.492 14.721 2.719 0.013 0.043 0.061
C 9.658 12.738 4.081 -2.944 -1.783 -2.246
O 7.304 11.556 3.609 1.314 1.874 0.154
H 9.882 5.284 4.098 0.196 0.371 -0.149
C 9.455 15.190 3.798 2.261 0.472 0.102
H 18.979 10.587 3.631 0.077 -0.183 -0.009
O 14.159 11.265 4.134 -1.590 -1.176 0.385
H 6.560 13.711 3.430 0.006 0.636 -0.124
C 8.192 12.634 3.702 1.900 2.049 1.138
H 7.345 9.519 3.444 -0.976 -0.516 -0.297
N 13.752 13.389 3.630 4.445 2.116 0.024
C 16.990 11.326 3.621 -0.842 0.431 0.450
C 7.632 13.889 3.577 -3.586 -2.045 -0.067
H 12.132 15.094 4.180 -0.315 0.303 -0.562
S 11.581 8.745 3.652 -0.233 0.963 0.559
C 16.137 12.450 3.528 -0.396 0.905 -0.258
C 13.017 7.840 3.698 2.382 -3.293 0.182
C 18.928 12.702 3.193 -1.042 -1.435 0.296
H 16.080 14.555 3.068 0.084 -0.211 -0.006
```
Forces are in eV/Å.

Atom charges from the Löwdin analysis, given in e for atoms 1 to 5: -0.41 0.11 0.10 0.08 1.07

---

[2]
Molecular formula: C34H59BN5O4PPbS2Se
Method: DFT, ωB97M-V/def2-TZVPD

Properties
**HOMO energy (alpha / beta)**: -6.772 / -6.784 eV
**HOMO-LUMO gap (alpha / beta)**: 2.375 / 2.425 eV
**Total charge**: 0

XYZ file:
```
108
Properties=species:S:1:pos:R:3:forces:R:3
H 5.251 14.124 12.177 -0.104 -0.106 0.290
C 8.694 10.546 13.764 -0.033 -1.188 4.488
H 9.735 10.322 8.017 -0.420 0.104 -0.036
H 13.583 12.376 18.584 0.240 -0.300 0.130
C 11.755 9.568 16.701 0.199 1.146 0.688
C 12.332 6.074 9.864 -0.123 -0.768 0.160
H 12.406 9.204 5.762 -0.929 0.551 0.355
B 7.354 15.476 10.907 -0.284 -0.756 0.108
C 12.923 10.191 8.486 -1.880 -1.878 -3.217
H 5.651 13.112 14.736 0.261 0.172 0.116
C 10.035 7.076 10.184 0.195 -0.355 1.058
H 13.388 6.247 9.611 -0.372 -0.007 0.203
H 14.681 10.102 15.008 0.343 0.007 -0.299
H 16.828 11.628 9.376 -0.184 0.095 0.050
H 13.709 9.568 18.512 0.672 -0.140 -0.875
H 12.810 7.089 12.186 -0.797 0.148 0.333
C 8.163 14.732 13.390 -1.023 -0.492 0.844
H 9.045 14.463 15.863 -0.146 -0.111 0.271
H 9.865 6.574 9.246 -0.439 0.240 -0.267
C 9.664 9.260 7.782 -0.596 -0.047 0.770
H 10.455 19.020 10.097 -0.093 -0.297 -0.116
H 14.450 8.448 17.274 -0.242 0.222 0.178
C 13.135 14.323 17.867 -1.586 0.619 -0.224
H 15.652 10.126 11.545 0.041 0.023 0.284
N 7.244 14.832 12.409 0.644 -0.030 0.775
H 11.724 8.514 16.564 -0.090 -1.064 -0.216
H 9.793 6.344 10.986 -0.316 0.501 -0.696
C 6.080 14.187 12.863 1.145 0.425 -0.219
H 12.504 16.333 11.136 0.094 -0.122 -0.104
S 10.425 14.207 10.095 0.257 -1.510 0.211
H 13.065 10.128 14.304 0.088 -0.092 0.144
C 14.771 11.283 9.994 -0.625 -0.646 0.294
H 7.844 18.284 10.320 0.108 -0.228 0.439
O 11.519 12.164 14.986 0.436 0.651 0.779
C 13.181 10.035 16.452 0.553 0.127 0.035
H 12.015 12.928 19.096 -0.475 0.056 -0.261
C 13.150 9.332 10.556 -0.579 -0.979 0.571
H 14.999 15.284 18.318 0.017 -0.134 0.169
C 14.214 12.688 9.794 0.388 0.355 -1.114
N 8.634 16.291 10.576 1.606 -0.913 -0.363
Pb 10.848 12.500 12.863 0.134 1.408 -0.087
H 13.150 10.758 7.558 -0.342 -0.387 1.059
C 12.313 15.554 18.296 0.844 0.806 -0.219
H 6.427 16.219 10.840 -0.320 0.304 -0.122
C 6.307 13.713 14.122 -0.110 0.277 -0.973
H 11.171 6.341 12.375 0.164 -0.111 -0.123
C 11.071 8.814 7.439 0.475 -1.585 -1.019
H 14.281 11.114 12.167 0.880 0.214 -0.818
H 12.594 17.746 10.038 0.020 -0.606 -0.093
C 12.188 16.726 10.169 -0.697 0.717 -0.360
H 12.453 16.045 9.352 0.275 0.260 0.294
H 15.117 10.098 17.463 -0.768 -0.430 0.042
H 13.409 13.570 19.879 0.267 0.207 0.018
H 12.243 5.321 10.667 0.461 0.308 -0.273
H 14.430 15.550 16.701 -0.281 0.215 -0.262
H 11.520 9.753 17.765 -0.184 0.084 -0.491
H 12.022 6.957 6.444 -1.167 0.751 0.644
H 10.646 9.403 5.389 0.609 0.148 0.714
O 13.319 11.476 16.599 -0.171 0.473 0.224
H 15.074 13.390 9.753 -0.514 -0.333 0.195
C 11.421 9.574 6.177 1.049 0.017 -1.121
O 12.469 13.847 16.649 -0.062 -0.477 -0.344
H 8.963 9.090 6.946 0.437 0.145 0.241
C 12.156 8.565 9.893 1.251 -0.710 2.444
C 13.662 10.291 9.711 1.022 0.516 1.380
H 11.253 15.386 18.411 -0.262 -0.338 -0.083
C 13.692 9.670 15.083 -0.185 0.724 -0.725
H 15.888 11.881 11.795 -0.808 -0.719 -0.368
H 9.256 8.744 8.654 0.008 0.276 -0.297
P 12.846 12.674 15.633 0.141 -0.712 -2.284
N 7.601 14.069 14.459 -1.276 -0.067 -1.208
H 10.160 7.086 6.449 1.125 0.064 0.434
C 14.492 14.804 17.480 0.790 0.338 0.345
C 8.213 13.775 15.722 0.411 -0.927 0.336
C 11.104 7.291 7.033 -0.211 0.072 -0.462
H 12.476 16.361 17.553 -0.314 -0.442 0.276
H 13.537 12.971 10.587 -0.264 0.167 0.053
C 12.045 9.116 8.560 0.470 3.648 -3.488
H 12.697 15.960 19.249 -0.074 -0.342 -0.270
Se 8.501 10.874 12.018 0.133 0.367 -0.976
N 8.777 10.332 14.934 -0.143 0.662 -3.402
C 15.967 11.059 9.017 0.096 -1.188 0.150
H 11.296 8.100 12.400 0.193 -0.010 0.485
H 16.271 9.987 9.037 -0.141 0.650 -0.014
H 13.727 12.728 8.808 -0.118 0.375 0.370
H 13.514 9.126 11.528 0.091 -0.100 0.698
H 15.800 11.323 7.962 -0.307 0.072 0.450
C 11.720 7.189 11.979 1.075 1.193 -0.706
H 11.027 10.054 16.040 0.248 -0.104 0.288
H 13.740 8.611 14.900 -0.035 -0.588 0.136
H 7.454 13.828 16.495 -0.065 0.404 0.191
H 11.495 10.649 6.384 -0.157 -0.184 -0.329
S 9.766 15.270 13.593 1.129 -0.378 -0.811
H 11.082 6.692 7.932 -0.155 -0.084 -0.423
H 15.121 14.035 17.082 0.402 -0.724 -0.090
O 13.876 13.015 14.559 -1.229 -0.224 1.802
H 7.228 14.493 10.197 0.155 0.357 -0.074
C 10.007 18.040 10.193 -0.119 -0.572 0.123
C 15.155 11.096 11.453 0.841 0.397 1.021
H 9.421 7.978 10.336 0.276 -0.500 0.005
H 11.819 5.592 9.032 0.291 0.283 -0.101
C 13.032 13.240 18.913 0.594 -0.082 0.339
N 10.730 16.864 10.160 0.175 -1.283 0.666
C 11.551 7.307 10.432 -0.264 -0.342 0.839
C 14.179 9.492 17.492 -0.206 0.328 0.715
C 9.905 15.757 10.361 -0.986 3.369 -0.238
C 8.727 17.663 10.401 -0.687 0.203 0.134
H 8.572 12.730 15.755 0.140 0.471 -0.193
```
Forces are in eV/Å.

Atom charges from the Löwdin analysis, given in e for atoms 1 to 5: 0.12 -0.99 0.10 0.06 -0.02

---

[3]
Molecular formula: C24H20F3FeNO9S
Method: DFT, ωB97M-V/def2-TZVPD

Properties
**HOMO energy (alpha / beta)**: -2.449 / -2.379 eV
**<S²>**: 6.0083
**HOMO-LUMO gap (alpha / beta)**: 6.590 / 6.520 eV
**Spin multiplicity**: 5
**Total charge**: -2

XYZ file:
```
59
Properties=species:S:1:pos:R:3:forces:R:3
H 1.953 2.194 2.347 -0.026 -0.002 0.005
H 3.159 3.388 1.825 -0.010 -0.001 0.002
C -0.861 -2.265 -1.426 0.076 -0.129 0.063
C 0.727 -2.405 1.915 0.000 0.010 -0.003
Fe 0.711 0.342 -1.337 -0.072 0.022 0.017
C 2.860 2.342 1.764 0.005 -0.065 -0.003
C 0.116 -4.631 1.344 0.022 0.052 0.031
C -0.084 3.796 3.535 -0.006 0.021 0.033
C -3.547 2.767 0.804 0.029 -0.014 0.011
H -4.042 0.755 0.340 0.000 -0.004 0.009
H 2.044 0.188 1.056 -0.036 -0.046 -0.012
H -3.287 4.834 1.324 0.007 -0.008 0.000
H 0.985 -4.064 3.239 0.002 -0.001 -0.004
H -0.344 -6.420 0.910 0.001 0.000 0.000
C 3.934 2.152 -0.487 0.010 -0.030 0.003
C 1.300 -1.436 2.958 -0.028 0.117 0.027
F 1.224 -0.070 -4.301 0.003 -0.009 0.007
C -1.074 2.567 1.748 0.014 0.060 -0.019
H 0.497 2.631 5.240 -0.004 -0.010 0.004
F 2.859 1.028 -3.405 0.015 0.022 -0.008
O 1.895 -0.417 2.532 0.032 0.017 -0.060
H -0.667 4.673 1.655 0.001 -0.003 -0.002
C -6.142 3.049 1.725 0.008 0.020 0.005
C -0.630 3.776 2.261 -0.007 -0.020 -0.011
H -6.390 0.988 1.185 0.001 0.001 0.000
C -0.264 -2.784 -0.108 0.016 0.084 0.051
H -7.156 3.159 2.088 0.001 0.000 0.001
C -3.972 3.993 1.296 0.021 0.006 -0.007
O 0.058 -5.967 1.659 -0.003 -0.012 -0.001
C -4.411 1.687 0.751 -0.021 0.003 0.000
C 1.920 0.039 -3.104 -0.026 -0.012 -0.062
C -0.367 -4.144 0.144 -0.009 -0.020 0.009
O 2.208 0.625 0.162 0.054 -0.010 0.153
H 3.632 1.701 2.193 0.003 0.001 -0.004
O 1.651 4.131 -0.107 0.029 0.009 -0.011
C 0.650 -3.748 2.262 -0.040 -0.046 -0.015
H 4.714 1.536 -0.032 0.000 0.003 -0.001
S -1.870 2.549 0.137 -0.003 0.000 0.003
C -5.711 1.832 1.218 0.007 -0.021 -0.012
O -0.617 -1.061 -1.725 0.040 0.065 -0.094
C 2.640 1.983 0.303 0.023 0.061 -0.002
C 1.570 2.920 -0.311 -0.087 -0.012 0.007
C -0.355 1.403 3.707 0.039 -0.009 -0.012
H -0.837 -4.773 -0.603 -0.001 0.013 -0.010
H 4.240 3.199 -0.468 -0.001 0.005 -0.004
H -0.180 0.479 4.244 0.012 -0.025 -0.040
H -1.198 0.447 1.951 0.026 0.006 0.051
C -0.915 1.376 2.435 -0.041 -0.022 -0.027
O 0.658 2.344 -1.005 0.000 0.019 0.037
F 2.699 -1.114 -3.105 0.019 -0.029 -0.005
C -5.269 4.132 1.762 -0.023 -0.006 0.001
H -5.603 5.086 2.154 0.001 -0.002 0.001
O 1.108 -1.751 4.147 0.003 -0.027 -0.010
C 0.039 2.615 4.258 -0.002 0.012 -0.004
O -1.862 1.145 -0.344 -0.026 0.005 -0.016
O -1.536 -3.062 -2.079 -0.035 0.030 0.031
H 0.283 4.728 3.948 0.005 -0.005 -0.002
H 3.795 1.835 -1.519 0.002 0.011 -0.003
N 0.301 -1.924 0.743 -0.019 -0.075 -0.100
```
Forces are in eV/Å.

Atom charges from the Löwdin analysis, given in e for atoms 1 to 5: 0.06 0.09 -0.59 -0.16 0.88

---

[4]
Molecular formula: C4H6O2
Method: DFT, ωB97M-V/def2-TZVPD

Properties
**HOMO energy**: -9.970 eV
**HOMO-LUMO gap**: 10.671 eV
**SMILES**: O=CCCC=O
**Total charge**: 0

XYZ file:
```
12
Properties=species:S:1:pos:R:3:forces:R:3
C 0.584 1.498 -0.151 0.217 0.172 -0.162
O 0.284 -0.794 2.173 -0.050 -0.239 -0.472
H -1.206 -1.462 -0.578 0.087 0.114 0.123
H 0.862 -2.015 0.677 -0.041 0.050 0.078
H -0.727 0.732 -1.632 0.119 -0.018 0.084
H 0.089 1.778 0.803 0.060 0.004 -0.123
H 0.774 -0.172 -1.457 -0.104 0.072 0.059
C -0.776 -0.652 0.024 -0.062 0.018 0.103
C 0.186 -1.214 1.044 -0.002 0.153 0.275
O 1.537 2.114 -0.562 -0.387 -0.249 0.193
H -1.583 -0.135 0.553 0.120 -0.073 -0.058
C -0.024 0.323 -0.894 0.043 -0.003 -0.101
```
Forces are in eV/Å.

Atom charges from the Löwdin analysis, given in e for atoms 1 to 5: -0.26 0.06 0.12 0.13 0.13

---

Number 1: maximum force 4.92 eV Å⁻¹. Number 2: maximum force 5.07 eV Å⁻¹. Number 3: maximum force 0.16 eV Å⁻¹. Number 4: maximum force 0.53 eV Å⁻¹.